Entry 1:
C10H17N3O4 | the ωB97M-V functional and the def2-TZVPD basis

```
! wB97M-V def2-TZVPD RIJCOSX def2/J DEFGRID3
* xyz 0 1
C -1.829 -0.626 -0.605
C -0.575 -0.602 0.182
C -2.640 0.635 -0.605
C -4.104 0.298 -0.152
C -4.059 -1.162 0.283
C 1.126 1.210 0.644
C 0.928 2.621 0.233
C 2.646 0.867 0.521
C 2.973 -0.643 0.640
C 4.022 -1.180 -0.311
H -2.302 -2.120 0.709
H -1.611 -0.907 -1.673
H -2.539 0.895 -1.700
H -2.086 1.467 -0.122
H -4.764 0.504 -1.012
H -4.458 1.055 0.567
H -4.278 -1.508 1.358
H -4.818 -1.719 -0.228
H 0.005 0.813 -1.034
H 0.734 1.077 1.692
H 3.184 1.574 1.221
H 2.945 1.140 -0.532
H 2.098 -1.198 0.549
H 3.318 -0.827 1.677
H 3.283 -3.015 0.141
H 4.755 -3.060 -0.718
H 0.349 3.643 -1.245
N -2.719 -1.671 -0.091
N 0.346 0.356 -0.176
N 3.997 -2.562 -0.341
O -0.456 -1.295 1.220
O 1.468 3.601 0.787
O 4.785 -0.373 -0.895
O 0.278 2.712 -0.984
*
```

As for the SMILES: NC(=O)CC[C@H](NC(=O)[C@@H]1CCCN1)C(=O)O. The LUMO energy comes out at 0.4 eV. The energy above the lowest of the compared OMol25 structures with the same formula, charge and spin comes out at 185.2 kJ/mol. The calculation puts the gap between HOMO and LUMO at 9.065 eV. The calculation puts the HOMO energy at -8.7 eV.

In the natural (NBO) picture, each atom carries the following charge in e: C -0.1649; C 0.6878; C -0.4120; C -0.4303; C -0.2288; C -0.1674; C 0.7870; C -0.3819; C -0.5194; C 0.6824; H 0.3952; H 0.2015; H 0.2132; H 0.2162; H 0.2163; H 0.2243; H 0.1930; H 0.1861; H 0.4134; H 0.2472; H 0.2376; H 0.2328; H 0.2305; H 0.2347; H 0.3954; H 0.4017; H 0.5123; N -0.6238; N -0.6321; N -0.8153; O -0.6347; O -0.5732; O -0.6163; O -0.7086

Entry 2:
C4H6 | the ωB97M-V functional and the def2-TZVPD basis

```
! wB97M-V def2-TZVPD RIJCOSX def2/J DEFGRID3
* xyz 0 1
C -1.369 -0.476 -0.051
C -0.324 0.666 0.007
C 1.266 0.106 0.098
C 2.439 -0.210 0.072
H -0.878 -1.525 -0.538
H -1.473 -0.694 1.266
H -2.246 0.069 -0.396
H -0.109 1.160 -1.020
H -0.816 1.260 0.825
H 3.509 -0.356 -0.264
*
```

The LUMO energy comes out at 0.9 eV. The energy above the lowest of the compared OMol25 structures with the same formula, charge and spin comes out at 312.2 kJ/mol. The calculation puts the gap between HOMO and LUMO at 10.952 eV. The calculation puts the HOMO energy at -10.0 eV.

In the natural (NBO) picture, each atom carries the following charge in e: C -0.6066; C -0.4444; C -0.0273; C -0.3072; H 0.2431; H 0.1911; H 0.2211; H 0.2340; H 0.2414; H 0.2548